## P
The following is a DFT calculation (ωB97M-V/def2-TZVPD) of a 4-piece molecular cluster, C7H14N2O3S overall.

```
27
C7H14N2O3S | OMol25 | ωB97M-V/def2-TZVPD
N -3.27307 -2.00468 1.07489
H -3.24284 -2.56825 0.26063
H 1.63721 -2.08440 0.36292
H -1.42499 -1.63543 0.59247
H 1.97068 -0.18232 1.20369
C 3.09301 -2.12874 -0.40748
H -2.20734 -0.21846 1.33270
H 2.94171 -2.36620 -1.95861
O 0.85373 2.89289 1.25599
C 0.93309 0.29883 -0.46195
H 2.62262 1.43941 0.65863
C -2.52186 -0.10480 -0.59931
O -3.51466 0.05529 -1.30692
C -0.25411 1.08888 0.08894
N -1.37764 0.73581 -0.82043
C -2.20800 -1.00247 0.57017
H 0.70741 -0.80208 -0.67189
H -4.05324 -1.54480 1.05218
H 1.18200 0.81749 -1.39353
H 0.02035 4.17427 -0.28592
C 2.26642 0.37950 0.23563
H -0.42768 0.76595 1.04269
O -0.19982 3.32070 -0.66897
C 0.16203 2.49114 0.29698
S 3.68146 -0.44506 -0.30656
H 4.38960 -2.74363 0.47423
H -1.75605 1.37114 -1.62117
```

## Properties
Total charge ... 0
HOMO-LUMO gap ... 7.820 eV

## Q
The following is a DFT calculation (ωB97M-V/def2-TZVPD) of one molecule with the formula C7H14N2O3S.

```
27
C7H14N2O3S | OMol25 | ωB97M-V/def2-TZVPD
C 3.84567 -0.72694 0.09553
H -2.97752 1.04316 0.85342
C -1.53249 1.03097 -0.75441
N 1.58634 -0.18987 -0.87975
H -3.71700 1.33087 -0.70790
S -3.31643 -1.00227 -0.14845
O 3.24282 -0.35810 1.25652
H 3.33343 0.85329 -1.20444
H -1.42471 0.58392 -1.75579
C -5.10650 -0.98722 0.23834
C -0.49495 0.40761 0.18218
N -0.67481 0.84431 1.56654
H 3.87518 -0.38294 1.93314
H -5.65962 -0.53849 -0.62596
H 3.31969 -0.78896 -1.93992
H -1.43763 2.11213 -0.82532
O 4.84893 -1.34357 -0.00266
O 1.35697 1.98715 -0.17192
C 0.89849 0.88805 -0.34407
H -5.46348 -2.02017 0.25312
H -0.55927 -0.69702 0.10611
H -5.35951 -0.37408 1.11988
C 3.04506 -0.18344 -1.06443
H -0.12217 0.33702 2.23323
H -0.28246 1.77085 1.67829
C -2.91617 0.74267 -0.21142
H 1.13297 -1.08842 -1.05608
```

## Properties
Total charge ... 0
HOMO-LUMO gap ... 8.848 eV
SMILES ... CSCC[C@H](N)C(=O)NCC(=O)O

Tell me which of them is the most stable. Sure, it is Q.

## P
The following is a DFT calculation (ωB97M-V/def2-TZVPD) of a 15-piece molecular cluster, C17H61F3N26O16 overall.

```
123
C17H61F3N26O16 | OMol25 | ωB97M-V/def2-TZVPD
H 3.01054 0.64799 2.28946
N 0.21194 5.15574 2.91415
H 0.57764 -4.78362 6.28757
H 4.63504 0.81605 1.77325
N -0.01646 -2.19910 4.50498
C 0.79499 -0.88852 0.83223
H 1.37052 3.16052 0.12421
H 5.27304 -0.93171 -1.02304
H -3.72725 -1.40163 0.23924
H 2.57544 -3.25552 3.51277
H -1.07512 5.80695 -2.79876
N 2.52905 -3.25720 -2.41458
O -0.27732 6.44301 0.17157
O 0.62633 0.39458 0.23916
N -0.07107 -5.51204 -0.94240
H 2.88417 3.35646 4.49096
H 0.06302 5.69986 2.08425
H -1.81757 -2.54020 -3.36895
N -6.48664 -0.70933 -1.31628
H 4.61790 -4.64697 0.59390
H -1.95150 -3.83887 -1.73141
H -5.32764 -1.53552 0.81709
H 4.91208 -2.32962 -1.99770
O 0.53740 5.19917 -4.58677
H 0.96409 1.07332 4.97669
N 0.03642 -3.98907 5.97272
C -0.61248 -1.53792 0.71008
C 4.79530 -2.62117 0.05202
H 2.57286 -1.69273 3.10815
H -0.12968 -1.56857 -3.08581
O -3.62546 -4.47088 -3.38953
H 1.88082 5.53179 -1.06682
H 1.96884 3.14920 -4.36506
C 0.91485 5.53334 4.04185
O 1.30630 -0.78862 2.06430
H 4.90053 -4.34155 -1.06193
N -2.85237 -3.95765 -1.30367
C 3.86563 2.36156 3.00765
H 1.39958 -1.42852 0.07765
C -5.11442 -0.78201 -1.13671
C -0.76645 1.70642 4.14452
O 4.75936 3.20423 2.80690
F -0.48187 -2.82542 0.35087
O 1.12975 4.70803 4.95882
H 1.85695 -5.48537 1.62863
O -1.31726 -1.43651 -5.60195
N 0.98852 5.50317 -1.51163
H -0.38397 -3.46250 6.71174
H -0.69184 -1.72082 5.06617
N -1.59875 1.37891 -1.83990
H -3.13656 -3.84055 -0.35220
N -5.16221 -4.11623 -1.72305
H -5.87207 -4.50169 -2.32023
N 0.83205 -1.71409 -2.79302
H -0.02741 4.17943 2.92549
N 1.02434 2.95616 -4.63078
N -2.54630 3.29558 -0.92963
N 0.31408 0.84343 4.25058
F -1.40160 -0.82309 -0.20631
C 1.79125 0.95784 -0.29837
H 2.09615 0.34518 -1.16092
H -2.69958 -1.27834 -2.64178
N -1.21920 6.10999 -1.84877
O 0.53154 -3.97343 -3.18890
N 1.08721 -5.22648 1.04449
H -1.26002 0.70913 2.40596
F -1.36112 -1.42219 1.87958
N -1.18747 3.73512 -4.74038
H 2.65302 0.96607 0.37225
N 2.95133 2.46436 4.01630
H -1.95143 6.74201 -1.59938
N 1.56494 6.77078 3.96928
H -1.57880 2.82153 -4.60615
C -2.03701 -1.02955 -4.66986
H 2.07435 2.79827 -1.50779
C 0.49556 -3.43572 4.80814
C 0.97609 -5.93900 -0.14602
O 3.19100 -2.45230 3.35176
H 0.25531 -1.78415 3.61761
H 3.01494 -2.57732 -1.86579
H -6.88927 -0.71018 -2.22714
H -2.30849 0.78169 -5.55137
O 1.70565 -6.89839 -0.40179
C 1.22431 -3.01964 -2.79750
N -2.06493 -1.54988 -3.39993
H -1.24224 1.11458 -0.94327
H -6.96293 -0.62376 -0.43902
H -3.22779 0.75503 -4.16823
C 0.15787 4.00986 -4.64668
H 0.51833 2.34763 -1.07303
H -0.44326 -6.07358 -1.68319
H 1.07228 7.52406 3.51553
H 0.71853 0.36476 3.43601
O 4.71571 -2.03323 1.15087
C -3.87269 -4.28444 -2.19574
N -2.66746 0.20335 -4.81499
H -1.81855 3.06885 -0.27773
H -1.76651 4.54986 -4.74494
H -5.38510 -3.98152 -0.75782
N 4.94681 -1.87693 -1.10634
C -0.15721 6.02237 -0.97831
H 0.86097 4.97436 -2.35582
H 2.84030 -4.20970 -2.44081
H -3.15602 4.05257 -0.71599
N 3.91267 1.10347 2.39812
H 1.43924 -0.92214 -2.80295
H 2.04502 7.03024 4.81585
H -2.33729 2.02255 2.80404
H 2.40710 1.74903 4.43894
O 1.27332 -3.98573 4.00494
H 0.70789 2.02570 -4.82567
O -3.47697 2.37288 -2.78850
O -4.31855 -0.70572 -2.08872
N -4.69998 -1.18871 0.12150
C -2.57841 2.35561 -1.95289
H -1.59199 0.65661 -2.54316
H -0.58103 -4.71741 -0.63194
C 1.53766 2.41094 -0.64365
N -1.54966 1.44855 3.01885
H 0.39682 -4.55614 1.30117
H 3.92236 -2.52098 2.66299
O -1.18829 2.42989 5.03643
N 4.83560 -3.98826 -0.13090
```

## Properties
Total charge ... 0
HOMO-LUMO gap ... 8.901 eV

## Q
The following is a DFT calculation (ωB97M-V/def2-TZVPD) of a 15-piece molecular cluster, C17H61F3N26O16 overall.

```
123
C17H61F3N26O16 | OMol25 | ωB97M-V/def2-TZVPD
O -25.34737 -19.05224 34.15622
H -22.03784 -17.88300 31.80217
C -18.26548 -16.90997 28.91360
H -15.52558 -21.46621 30.35222
O -20.40433 -22.72297 34.35033
N -19.66814 -11.97191 32.31412
N -23.14423 -18.86433 34.66913
H -19.93361 -19.57425 27.78160
N -24.77484 -15.89092 32.05536
N -18.85801 -15.69553 28.78110
C -21.25878 -18.15459 31.06345
H -13.96702 -20.93634 28.96820
C -24.96833 -20.92349 29.37525
N -23.74701 -19.92816 32.75292
N -17.26702 -17.03889 33.07980
H -19.23411 -24.46269 27.75787
H -20.08805 -23.58066 29.05248
H -22.35606 -16.74162 29.63913
H -20.42664 -17.55566 31.44627
H -19.02549 -15.36792 27.84716
H -20.23569 -11.94468 33.13547
N -23.88603 -22.93279 31.68497
H -23.44741 -19.51064 29.45465
H -21.60943 -19.11804 27.40808
N -20.73778 -19.56210 27.17411
N -16.62409 -18.94984 32.01547
N -24.38583 -15.06274 29.94987
H -26.62994 -20.32828 30.36759
H -23.49536 -18.28566 35.41146
O -20.77672 -20.43819 33.11962
H -14.34969 -20.44519 27.36823
N -20.74690 -13.97237 31.93466
H -24.98186 -25.46837 33.31326
F -18.88068 -22.06387 31.90768
H -18.73528 -17.59925 37.03005
H -24.48207 -14.95767 32.27956
O -16.00489 -18.60289 34.18157
H -22.17450 -18.97151 34.41040
N -19.24937 -19.14709 35.18639
O -21.21360 -19.56472 31.03605
N -18.21938 -17.60298 27.76110
N -24.64802 -24.85358 32.59514
C -21.65410 -12.72473 27.50643
F -20.70375 -22.14205 30.76145
O -17.80800 -17.30202 29.98868
N -19.88505 -21.50800 26.29769
N -20.88536 -14.09714 35.84993
N -20.08138 -25.53468 30.61365
H -23.01203 -21.01426 28.78617
H -22.85670 -13.84902 26.17015
H -20.65929 -21.90112 33.79537
C -23.74997 -23.81842 32.71679
H -17.71716 -18.48139 27.80527
C -21.02018 -20.80782 26.62911
O -23.11884 -23.59257 33.74048
H -24.51065 -23.13856 30.92337
H -24.32802 -20.31367 32.02462
C -16.58971 -18.22095 33.18030
H -19.83461 -26.35260 31.14316
C -20.26066 -20.14754 31.92401
H -17.23629 -21.21224 30.15903
H -25.25151 -19.18730 30.39982
C -19.42294 -25.51278 29.41436
H -20.74690 -22.66271 35.25978
C -15.98638 -20.63652 28.57639
H -19.43194 -19.42438 32.02194
H -15.99667 -19.71793 31.90555
C -19.85600 -13.04691 31.48392
H -19.29277 -18.15042 35.03468
F -18.96962 -21.07253 29.99033
C -21.76606 -17.65426 29.73644
O -18.49586 -20.73597 36.63820
H -17.69044 -16.76180 32.20882
H -18.99014 -15.07068 29.56121
H -20.77854 -13.69785 29.04744
O -16.78701 -20.30610 27.69686
N -18.55109 -18.55726 37.27558
H -21.05131 -14.70187 31.31170
H -18.20736 -18.73873 38.19776
H -20.07431 -22.35788 25.79967
H -21.82651 -16.90745 34.62961
N -19.69503 -24.40849 28.64783
H -21.39163 -13.72534 32.66232
N -21.30838 -13.84973 28.20410
N -21.86768 -15.94660 34.92353
N -16.29121 -21.10402 29.81454
H -20.95379 -17.55182 29.01266
N -25.66282 -20.09650 30.23140
H -21.95909 -14.61560 28.19827
H -24.94347 -25.17107 31.68734
O -22.14744 -21.14352 26.31864
N -14.66250 -20.69274 28.28783
O -19.70987 -16.01795 35.70156
C -20.76023 -15.41974 35.53205
H -19.06897 -11.25923 31.94141
O -19.23724 -13.17947 30.43998
H -19.29789 -19.72637 34.36562
H -24.07655 -14.18336 30.31988
H -22.46555 -18.31951 29.24992
C -19.67377 -21.32126 31.09953
C -18.74633 -19.56043 36.36894
O -21.21108 -11.62536 27.76886
H -18.99890 -21.16775 26.63079
C -24.18037 -19.30782 33.87627
O -18.63286 -26.37330 29.06768
O -25.36602 -21.99672 28.95236
H -21.67837 -13.49690 35.73241
H -22.74858 -15.52384 35.15603
H -22.57769 -12.25375 25.74301
C -24.62698 -16.16776 30.72834
H -19.43930 -22.83229 34.41721
H -17.06573 -18.45586 31.25260
H -22.74549 -20.03570 32.66877
H -20.72788 -24.84768 30.94980
H -20.12698 -13.76365 36.42241
H -23.23123 -22.17171 31.71890
H -18.45535 -17.21991 26.86574
O -24.85304 -17.25834 30.22154
N -22.52616 -12.94831 26.46762
H -17.33580 -16.45615 33.89420
N -23.73852 -20.40351 29.12031
H -24.26039 -15.32748 28.98903
H -24.85431 -16.63463 32.73222
```

## Properties
Total charge ... 0
HOMO-LUMO gap ... 8.577 eV

Tell me which of them is the most stable. Sure, it is Q.

## P
The following is a DFT calculation (ωB97M-V/def2-TZVPD) of a 2-piece molecular cluster, C2H10NO overall.

```
14
C2H10NO | OMol25 | ωB97M-V/def2-TZVPD
H -2.00790 2.41201 -0.67109
H -0.58763 0.77724 -0.21768
N 0.27493 0.46458 0.28860
O -2.13784 1.51937 -0.48796
C 0.43021 -0.93438 0.47950
H 2.46856 -0.62736 -0.36923
H -2.91059 1.17702 -0.98704
H 0.46833 -1.08038 1.54607
H 1.50106 -1.88747 -1.12607
H 1.18408 0.84828 -0.07766
H 0.17218 0.94109 1.25668
C 1.72658 -1.43633 -0.12799
H -0.34611 -1.51344 -0.09418
H 2.29549 -2.22974 0.51466
```

## Properties
Total charge ... +2
HOMO-LUMO gap (alpha / beta) ... 15.002 / 3.640 eV
Multiplicity ... 2

## Q
The following is a DFT calculation (ωB97M-V/def2-TZVPD) of a 2-piece molecular cluster, C2H10NO overall.

```
14
C2H10NO | OMol25 | ωB97M-V/def2-TZVPD
H -1.08988 1.05501 -1.52937
H 1.00331 -2.43529 1.47758
H -0.30381 2.03851 1.18099
N -0.73859 1.48942 0.41750
H 1.39193 -3.26736 -0.01597
H -1.72012 1.64606 0.68338
C 1.28840 -2.24102 0.41817
H -0.93503 2.86279 -1.17339
C -0.56748 1.86738 -1.03337
H 0.48860 1.87849 -1.31030
H 2.09326 -1.54317 0.21396
H -0.38722 0.59084 0.73600
O 0.10788 -1.64961 -0.10269
H -0.63124 -2.29205 0.03751
```

## Properties
Total charge ... +2
HOMO-LUMO gap (alpha / beta) ... 14.192 / 7.781 eV
Multiplicity ... 2

## R
The following is a DFT calculation (ωB97M-V/def2-TZVPD) of a 2-piece molecular cluster, C2H10NO overall.

```
14
C2H10NO | OMol25 | ωB97M-V/def2-TZVPD
H -0.96758 1.20493 1.42755
C 0.74339 0.05232 0.91973
N 0.78718 0.62074 -0.49028
C -0.68689 0.14324 1.41570
H -1.23514 -0.47994 0.72974
O -0.74514 -0.73792 -2.03436
H 0.39753 1.59316 -0.46380
H -1.72284 -0.64271 -2.05134
H 1.13672 -1.01336 0.76407
H -0.43487 -1.61464 -2.24184
H 0.17021 0.06590 -1.11545
H -0.61291 -0.34056 2.41985
H 1.44104 0.56421 1.55489
H 1.72930 0.58464 -0.83445
```

## Properties
Total charge ... +2
HOMO-LUMO gap (alpha / beta) ... 15.591 / 4.960 eV
Multiplicity ... 2

Tell me which of them is the most stable. Sure, it is Q.

## P
The following is a DFT calculation (ωB97M-V/def2-TZVPD) of a 2-piece molecular cluster, C5H15NO overall.

```
22
C5H15NO | OMol25 | ωB97M-V/def2-TZVPD
H -0.88102 -1.50527 -0.84494
C 1.53763 -0.81752 -0.26523
H -3.48079 -1.02839 -2.95967
H 3.42695 0.07710 0.70134
O -4.22708 -1.20116 -2.36194
H 1.45503 -1.82778 -0.65711
H -0.37709 2.07613 2.31316
H 3.43185 -1.59245 0.35540
H -1.57536 1.45041 1.06751
C 2.76157 -0.82753 0.69523
H 0.89975 1.48438 -0.13057
H 1.44879 -0.00787 -1.11280
H -4.01052 -0.57365 -1.71892
H -1.77451 -0.69416 0.22971
C 0.59754 0.98405 0.73627
H -0.59058 2.84430 0.68983
H 1.34234 1.01338 1.50787
H -1.33459 0.27024 -1.13020
C -0.56796 1.91540 1.24613
C -0.91930 -0.49977 -0.44232
N 0.28643 -0.42244 0.38124
H 2.55090 -1.11742 1.70000
```

## Properties
Total charge ... +1
HOMO-LUMO gap (alpha / beta) ... 11.641 / 6.526 eV
Multiplicity ... 2

## Q
The following is a DFT calculation (ωB97M-V/def2-TZVPD) of a 2-piece molecular cluster, C5H15NO overall.

```
22
C5H15NO | OMol25 | ωB97M-V/def2-TZVPD
H -0.38754 2.26366 -0.26141
C -0.86098 1.65580 -1.03041
H -1.95255 1.76763 -0.94736
H 0.67493 0.23932 1.61361
H -1.53190 -2.96760 5.93821
H -2.59319 -1.79082 5.80820
N -0.51649 0.29388 -0.88781
H 1.64647 0.87939 -2.35006
H 2.31287 0.18445 0.96883
H -2.21708 -0.47885 -1.73296
H 0.79792 -1.12941 -0.36778
O -1.68948 -2.02017 6.05805
H -0.68944 2.09833 -2.01951
C 1.86592 0.02085 -1.71419
C -1.13800 -0.57744 -1.87644
H -0.83663 -1.61669 -1.79191
H 1.72111 -0.90361 -2.26892
C 0.82478 -0.04079 -0.51010
H 2.85544 0.10695 -1.31433
H -0.87147 -0.20479 -2.86178
H 1.26515 1.65402 0.74028
C 1.32017 0.56588 0.80781
```

## Properties
Total charge ... +1
HOMO-LUMO gap (alpha / beta) ... 10.635 / 6.086 eV
Multiplicity ... 2

Tell me which of them is the most stable. Sure, it is Q.